# 1
C15H15N2O5Se3TeV as an isolated structure. Source: the OMol25 dataset; level of theory: the ωB97M-V functional and the def2-TZVPD basis.

Output
Spin multiplicity: 3
ΔE to the lowest compared entry with this formula, charge and spin, kcal/mol: 0.0
Orbital gap (alpha / beta), eV: 5.178 / 5.038
LUMO (alpha / beta), eV: -1.1 / -1.2
Energy, hartree: -9482.804996
Molar mass, g/mol: 718.718

Geometry as XYZ:
```
42
Properties=species:S:1:pos:R:3:lowdin_charge:R:1
V -0.325 1.091 1.030 0.41
O 1.847 3.001 -2.110 0.18
C 1.404 2.273 -1.105 -0.45
O 0.292 2.401 -0.629 -0.16
C 2.323 1.255 -0.559 -0.15
C 3.634 1.026 -0.915 0.04
C 4.343 0.077 -0.179 -0.01
C 3.735 -0.556 0.889 0.05
C 2.410 -0.245 1.178 -0.15
N 1.723 0.599 0.434 0.08
C 1.642 -0.744 2.379 -0.59
O 2.142 -1.563 3.123 0.10
O 0.477 -0.197 2.464 -0.21
H 1.198 3.704 -2.284 0.16
H 4.090 1.582 -1.721 0.13
H 5.374 -0.137 -0.427 0.12
H 4.254 -1.261 1.524 0.13
O -1.921 -0.174 2.040 -0.25
C -2.755 -1.204 1.510 -0.21
C -1.990 -2.485 1.201 -0.14
C -0.745 -2.287 0.313 -0.11
C -1.090 -1.471 -0.896 -0.26
C -1.530 -2.096 -2.058 -0.01
C -1.999 -1.335 -3.112 -0.04
C -2.035 0.042 -2.963 -0.04
C -1.568 0.594 -1.787 -0.13
N -1.071 -0.136 -0.773 0.05
H -1.350 -0.521 2.747 0.10
H -3.220 -0.785 0.619 0.12
H -3.550 -1.412 2.230 0.13
H -2.688 -3.169 0.711 0.12
H -1.678 -2.959 2.135 0.12
H -0.361 -3.261 0.010 0.12
H 0.031 -1.791 0.891 0.09
H -1.513 -3.176 -2.110 0.12
H -2.347 -1.805 -4.022 0.11
H -2.425 0.690 -3.734 0.11
H -1.618 1.662 -1.632 0.07
Se 0.646 2.819 2.637 0.11
Se 0.554 4.786 1.397 -0.17
Te -1.844 4.745 0.451 0.28
Se -2.494 2.421 1.102 0.01
```

---

# 2
A 2-piece molecular cluster, C8H16N2O2 overall. Source: the OMol25 dataset; level of theory: the ωB97M-V functional and the def2-TZVPD basis.

Output
ΔE to the lowest compared entry with this formula, charge and spin, kcal/mol: 36.5
Orbital gap, eV: 9.390
LUMO, eV: 0.4
SMILES string: C#C/C(C)=N/O.CC(C)(N)CO
Energy, hartree: -574.279508
Molar mass, g/mol: 172.228

Geometry as XYZ:
```
28
Properties=species:S:1:pos:R:3:lowdin_charge:R:1
C -1.393 1.314 -0.152 -0.05
C -2.117 0.006 0.164 -0.64
C -3.386 -0.074 -0.705 -0.05
C -1.201 -1.206 -0.085 -0.24
C 4.154 -0.159 -0.325 -0.02
C 2.736 0.165 0.057 -0.36
C 2.267 1.507 0.056 -0.07
C 1.930 2.669 0.047 0.15
H -2.110 2.141 -0.049 0.08
H -0.592 1.472 0.594 0.07
H -0.980 1.323 -1.165 0.08
H -3.171 0.070 -1.772 0.09
H -3.898 -1.030 -0.579 0.07
H -4.091 0.727 -0.382 0.09
H -1.728 -0.017 2.166 0.07
H -3.137 -0.752 1.774 0.07
H -1.837 -2.113 -0.068 0.12
H -0.471 -1.272 0.734 0.10
H 0.339 -1.356 -1.194 0.06
H 4.586 -0.761 0.464 0.08
H 4.763 0.750 -0.481 0.09
H 4.155 -0.741 -1.248 0.09
H 2.064 -2.565 0.972 0.10
H 1.622 3.700 0.066 0.05
N -2.548 0.048 1.562 0.06
N 1.940 -0.787 0.350 0.05
O -0.581 -1.090 -1.348 -0.07
O 2.689 -1.969 0.547 -0.06
```

---

# 3
One molecule with the formula C3H9N3S2. Source: the OMol25 dataset; level of theory: the ωB97M-V functional and the def2-TZVPD basis.

Output
ΔE to the lowest compared entry with this formula, charge and spin, kcal/mol: 101.1
Orbital gap, eV: 8.637
LUMO, eV: 0.2
SMILES string: CN=[SH](=NC)C(N)=S
Energy, hartree: -1080.155967
Molar mass, g/mol: 151.260

Geometry as XYZ:
```
17
Properties=species:S:1:pos:R:3:lowdin_charge:R:1
C -0.565 -1.078 1.610 -1.01
C 2.117 -1.243 -1.287 -0.22
C -1.076 2.101 -0.910 -0.20
N 0.973 -0.403 -0.995 -0.34
N -0.721 1.268 0.194 -0.39
N -1.853 -0.804 1.563 0.03
S 0.270 -2.025 2.619 0.63
S 0.335 0.146 0.322 0.80
H 2.952 -0.490 -1.278 0.07
H 2.232 -1.539 -2.386 0.09
H 2.459 -2.046 -0.604 0.07
H -1.029 3.180 -0.669 0.07
H -2.104 1.913 -1.016 0.04
H -0.443 1.909 -1.810 0.08
H -2.418 -1.043 2.375 0.12
H -2.280 -0.362 0.765 0.10
H 1.149 0.517 1.508 0.07
```

---

# 4
C2H4INS as an isolated structure. Source: the OMol25 dataset; level of theory: the ωB97M-V functional and the def2-TZVPD basis.

Output
ΔE to the lowest compared entry with this formula, charge and spin, kcal/mol: 65.5
Orbital gap, eV: 7.829
LUMO, eV: -0.5
Energy, hartree: -829.118511
Molar mass, g/mol: 201.032

Geometry as XYZ:
```
9
Properties=species:S:1:pos:R:3:lowdin_charge:R:1
C 0.103 0.468 -0.763 -0.37
C -0.399 1.052 0.294 -0.12
N 1.110 -0.497 -0.670 -0.41
S -1.225 -1.873 1.616 -0.28
I 0.953 -1.555 1.067 1.00
H -0.326 0.645 -1.718 0.10
H -1.181 1.719 0.289 0.03
H -0.179 1.058 1.357 0.03
H 1.143 -1.016 -1.473 0.00
```

---

# 5
An isolated ion of composition C28H50FN2O6S3 and charge +1. Source: the OMol25 dataset; level of theory: the ωB97M-V functional and the def2-TZVPD basis.

Output
Orbital gap, eV: 6.965
Total charge: +1
LUMO, eV: -3.4
SMILES string: C=C[C@H]1C[C@@H](CCCCN(CCCC)C(=S)SCCC)[C@](CCCS(=O)(=O)O)([C@@H](C)F)[N@H+](CC(=O)OC(C)=O)C1
Energy, hartree: -2951.939322
Molar mass, g/mol: 625.915

Geometry as XYZ:
```
90
Properties=species:S:1:pos:R:3:lowdin_charge:R:1
C -4.894 4.062 0.313 0.05
C -4.196 3.186 -0.408 -0.12
C -3.029 2.381 0.076 -0.27
C -1.824 2.602 -0.883 -0.08
C -0.696 1.692 -0.345 -0.24
C 0.332 1.367 -1.451 -0.12
C -0.268 0.267 -2.348 -0.18
C 0.760 -0.397 -3.268 -0.16
C 0.305 -1.809 -3.623 -0.21
N 0.352 -2.693 -2.448 -0.22
C 1.694 -3.279 -2.220 -0.16
C 2.468 -2.496 -1.144 -0.20
C 3.929 -2.233 -1.519 -0.24
C 4.779 -1.873 -0.287 -0.10
C -0.602 -3.704 -2.469 -1.13
S -1.255 -4.428 -3.765 0.73
S -1.085 -4.202 -0.831 0.89
C -1.137 -6.001 -0.883 -0.50
C -0.331 -6.585 0.291 -0.31
C 1.146 -6.805 -0.076 -0.10
C -0.174 2.119 1.034 -0.25
C 0.468 3.528 1.136 -0.10
C 1.132 4.046 -0.131 -0.21
C 1.932 5.321 0.132 -0.19
S 3.094 5.564 -1.227 0.59
O 2.942 6.879 -1.743 -0.26
O 2.924 4.531 -2.190 -0.26
O 4.552 5.375 -0.606 -0.13
C 0.922 1.159 1.560 -0.30
C 0.801 -0.340 1.304 0.01
F 2.154 1.561 1.097 0.02
N -1.388 2.168 1.971 0.02
C -1.768 0.852 2.550 0.01
C -3.124 0.804 3.242 -0.40
O -4.194 0.865 2.678 0.19
O -3.036 0.651 4.618 0.10
C -2.750 -0.673 5.021 -0.43
C -3.374 -1.817 4.269 0.04
O -2.017 -0.855 5.980 0.14
C -2.505 2.959 1.385 -0.09
H -5.926 4.284 0.110 0.07
H -4.421 4.621 1.110 0.06
H -4.477 3.058 -1.445 0.12
H -3.266 1.325 0.151 0.15
H -1.541 3.649 -0.885 0.12
H -2.087 2.310 -1.893 0.13
H -1.237 0.762 -0.177 0.11
H 1.280 0.977 -1.101 0.11
H 0.447 2.233 -2.093 0.13
H -0.638 -0.536 -1.705 0.10
H -1.123 0.622 -2.915 0.12
H 1.753 -0.405 -2.833 0.10
H 0.765 0.160 -4.202 0.12
H -0.705 -1.751 -4.002 0.10
H 0.978 -2.207 -4.380 0.12
H 1.552 -4.274 -1.815 0.10
H 2.270 -3.356 -3.139 0.13
H 2.385 -2.959 -0.164 0.11
H 1.982 -1.528 -1.090 0.07
H 4.350 -3.127 -1.968 0.11
H 3.971 -1.374 -2.182 0.10
H 5.529 -1.140 -0.566 0.07
H 4.177 -1.437 0.506 0.06
H 5.300 -2.742 0.099 0.07
H -2.148 -6.385 -0.817 0.07
H -0.717 -6.369 -1.811 0.05
H -0.407 -5.872 1.108 0.08
H -0.763 -7.524 0.616 0.10
H 1.266 -6.947 -1.144 0.07
H 1.724 -5.949 0.262 0.06
H 1.551 -7.674 0.427 0.07
H 1.239 3.505 1.904 0.13
H -0.218 4.296 1.498 0.13
H 0.434 4.288 -0.922 0.11
H 1.818 3.304 -0.516 0.10
H 1.311 6.207 0.125 0.11
H 2.484 5.250 1.067 0.11
H 4.563 5.844 0.240 0.09
H 0.977 1.308 2.642 0.15
H 0.629 -0.847 2.250 0.09
H 0.019 -0.664 0.624 0.08
H 1.742 -0.726 0.942 0.07
H -1.063 2.730 2.761 0.19
H -1.022 0.538 3.269 0.14
H -1.768 0.084 1.787 0.14
H -4.258 -1.552 3.700 0.09
H -2.661 -2.279 3.591 0.10
H -3.644 -2.581 4.982 0.10
H -3.289 3.159 2.106 0.13
H -2.158 3.942 1.097 0.13
```

---

# 6
C3H11N3O as an isolated structure. Source: the OMol25 dataset; level of theory: the ωB97M-V functional and the def2-TZVPD basis.

Output
ΔE to the lowest compared entry with this formula, charge and spin, kcal/mol: 135.2
Orbital gap, eV: 8.193
LUMO, eV: 0.8
Energy, hartree: -360.221993
Molar mass, g/mol: 105.141

Geometry as XYZ:
```
18
Properties=species:S:1:pos:R:3:lowdin_charge:R:1
C -0.158 0.936 -1.115 -0.48
C 0.764 -1.486 -0.345 -0.10
C -1.240 -0.544 1.117 0.05
N 0.358 -0.211 0.256 -0.25
N -1.425 1.125 -0.758 -0.03
N 1.310 0.185 1.240 0.05
O 0.647 2.086 -1.189 -0.04
H 0.135 2.801 -0.778 0.08
H 0.074 0.352 -2.021 0.12
H -2.334 1.378 -1.142 0.03
H 2.188 -0.334 1.221 0.08
H 1.535 1.168 1.102 0.08
H 1.793 -1.432 -0.723 0.09
H 0.098 -1.674 -1.186 0.09
H 0.736 -2.307 0.373 0.09
H -1.906 0.227 1.486 0.05
H -0.793 -1.034 1.981 0.05
H -1.781 -1.236 0.481 0.05
```

---

# 7
One molecule with the formula C3H5BO4. Source: the OMol25 dataset; level of theory: the ωB97M-V functional and the def2-TZVPD basis.

Output
ΔE to the lowest compared entry with this formula, charge and spin, kcal/mol: 0.0
Orbital gap, eV: 7.876
LUMO, eV: 0.2
SMILES string: OB(O)C1OC=CO1
Energy, hartree: -443.140458
Molar mass, g/mol: 115.881

Geometry as XYZ:
```
13
Properties=species:S:1:pos:R:3:lowdin_charge:R:1
B -0.112 1.300 -0.569 -0.67
C 0.877 -1.598 0.924 -0.09
C -0.238 -1.968 0.338 -0.13
C -0.250 0.233 0.692 -0.23
O 0.910 -0.212 1.179 -0.02
O -1.058 -0.886 0.110 -0.04
O 0.884 1.233 -1.397 0.30
O -1.183 2.059 -0.719 0.20
H 1.695 -2.210 1.369 0.14
H -0.606 -2.953 -0.055 0.14
H -0.900 0.544 1.680 0.19
H 1.012 1.664 -2.166 0.06
H -1.030 2.794 -1.386 0.15
```